Molecular formula: C49H41N11O2P2S4Se2Tl
Method: DFT, ωB97M-V with the def2-TZVPD basis set

Cartesian coordinates (Å):
Tl  0.122  0.460  -0.388
Se  7.069  1.019  1.631
P  5.480  0.184  2.724
C  5.576  -1.618  2.931
C  6.813  -2.169  3.255
C  6.919  -3.523  3.528
C  5.792  -4.334  3.472
C  4.562  -3.790  3.139
C  4.450  -2.432  2.872
C  5.371  0.797  4.426
C  4.600  0.123  5.372
C  4.543  0.588  6.673
C  5.252  1.727  7.037
C  6.020  2.396  6.098
C  6.084  1.931  4.792
C  3.825  0.493  2.052
C  3.218  0.353  0.798
N  1.943  0.757  0.982
N  1.768  1.119  2.237
N  2.885  0.968  2.898
P  3.744  -0.247  -0.810
Se  2.007  -0.537  -2.093
C  4.924  0.866  -1.557
C  5.564  0.448  -2.724
C  6.453  1.296  -3.357
C  6.695  2.560  -2.831
C  6.051  2.975  -1.676
C  5.163  2.128  -1.032
C  4.522  -1.861  -0.607
C  3.730  -3.008  -0.535
C  4.321  -4.241  -0.328
C  5.701  -4.337  -0.193
C  6.489  -3.201  -0.277
C  5.905  -1.960  -0.491
H  7.689  -1.532  3.284
H  7.880  -3.946  3.787
H  5.876  -5.392  3.687
H  3.685  -4.424  3.088
H  3.485  -2.005  2.621
H  4.048  -0.765  5.093
H  3.949  0.061  7.408
H  5.210  2.085  8.057
H  6.579  3.278  6.382
H  6.693  2.437  4.054
H  5.369  -0.537  -3.135
H  6.955  0.975  -4.260
H  7.390  3.224  -3.328
H  6.244  3.957  -1.267
H  4.661  2.451  -0.132
H  2.658  -2.928  -0.662
H  3.707  -5.131  -0.275
H  6.161  -5.303  -0.028
H  7.563  -3.272  -0.174
H  6.524  -1.076  -0.544
N  -1.779  1.267  3.589
C  -2.119  2.519  3.110
C  -2.726  3.603  3.732
C  -2.910  4.730  2.960
C  -2.502  4.765  1.619
C  -1.904  3.682  1.010
C  -1.709  2.531  1.774
N  -1.133  1.291  1.473
C  -1.189  0.590  2.584
C  -0.646  -0.754  2.733
C  -0.632  -1.547  3.838
S  0.167  -3.011  3.482
C  0.426  -2.475  1.883
N  -0.043  -1.293  1.633
H  -1.900  0.936  4.530
H  -3.033  3.567  4.768
H  -3.374  5.604  3.396
H  -2.649  5.672  1.047
H  -1.576  3.740  -0.013
H  -1.032  -1.356  4.820
H  0.942  -3.075  1.147
N  -0.201  8.136  1.557
C  0.160  7.079  0.754
C  0.836  5.976  1.293
C  1.146  4.891  0.503
C  0.792  4.889  -0.844
C  0.138  5.983  -1.397
C  -0.177  7.069  -0.605
S  1.083  3.447  -1.792
O  2.233  2.788  -1.239
O  1.020  3.788  -3.186
N  -0.170  2.467  -1.404
C  -1.369  2.495  -2.059
S  -2.002  3.764  -3.051
C  -3.502  2.912  -3.156
C  -3.420  1.751  -2.475
N  -2.210  1.507  -1.864
H  0.273  8.238  2.437
H  -0.443  9.003  1.108
H  1.108  5.976  2.342
H  1.658  4.035  0.924
H  -0.100  5.992  -2.452
H  -0.681  7.925  -1.038
H  -4.328  3.304  -3.725
H  -4.208  1.018  -2.387
C  -0.612  -4.103  -3.137
N  -0.856  -2.746  -3.596
C  -0.800  -2.310  -4.910
C  -1.033  -0.983  -4.902
N  -1.227  -0.629  -3.584
C  -1.116  -1.703  -2.786
S  -1.220  -1.768  -1.083
H  -0.628  -4.765  -3.998
H  -1.389  -4.398  -2.436
H  0.357  -4.161  -2.644
H  -0.600  -2.985  -5.722
H  -1.081  -0.267  -5.702
H  -1.526  0.274  -3.231

Computed properties:
total charge = +1
relative energy (zero: lowest compared OMol25 entry of this formula, charge and spin) = 12.7 kJ/mol
LUMO = -2.86 eV
max |F| = 0.59 eV Å⁻¹
multiplicity = 1
electronic energy = -269267.60982 eV
HOMO level = -0.356 hartree

Results of the Mulliken charge analysis, in e, for atoms 1 through 4: 1.821 -0.321 0.952 0.217

***

Molecular formula: C24H27GeN3O5Ti
Method: DFT, ωB97M-V with the def2-TZVPD basis set

Cartesian coordinates (Å):
Ti  0.076  -0.707  -0.845
C  -1.675  -0.952  2.743
C  -1.893  -1.837  1.568
N  -1.268  -1.765  0.390
C  -1.823  -2.783  -0.401
C  -2.762  -3.450  0.312
N  -2.779  -2.837  1.537
C  -3.717  -4.601  0.114
O  -3.757  -5.182  -1.063
O  -4.396  -4.895  1.054
C  -1.346  -2.923  -1.783
O  -1.695  -3.786  -2.530
O  -0.457  -1.944  -2.073
H  -0.860  -0.256  2.549
H  -1.443  -1.536  3.635
H  -2.575  -0.373  2.957
H  -3.415  -3.143  2.271
H  -3.140  -4.787  -1.709
O  -0.487  1.092  -0.803
C  -1.164  2.053  -1.381
C  -1.717  1.886  -2.749
C  -1.142  2.876  -3.782
C  -1.743  4.276  -3.706
C  -1.483  5.017  -2.399
C  -2.087  4.349  -1.172
N  -1.336  3.152  -0.714
H  -2.803  2.021  -2.678
H  -1.542  0.855  -3.064
H  -1.348  2.454  -4.765
H  -0.052  2.916  -3.686
H  -2.822  4.208  -3.871
H  -1.347  4.864  -4.534
H  -1.927  6.011  -2.460
H  -0.411  5.170  -2.239
H  -3.120  4.043  -1.352
H  -2.090  5.025  -0.321
H  -0.922  3.195  0.208
Ge  2.336  -1.851  1.816
C  2.291  -1.324  -0.001
C  2.306  -2.366  -0.965
C  2.475  -2.112  -2.322
C  2.584  -0.805  -2.769
C  2.549  0.248  -1.856
C  2.441  0.003  -0.492
C  2.842  -0.871  3.290
C  3.444  0.404  3.192
C  3.886  1.036  4.331
C  3.732  0.410  5.572
C  3.145  -0.848  5.684
C  2.705  -1.497  4.549
H  1.886  -3.296  1.969
H  2.185  -3.395  -0.641
H  2.493  -2.935  -3.024
H  2.701  -0.600  -3.825
H  2.645  1.268  -2.207
H  2.462  0.841  0.195
H  3.593  0.877  2.229
H  4.363  2.004  4.272
H  4.089  0.909  6.464
H  3.050  -1.318  6.653
H  2.269  -2.486  4.631

Computed properties:
total charge = +3
relative energy (zero: lowest compared OMol25 entry of this formula, charge and spin) = 117.2 kJ/mol
LUMO (alpha / beta) = -10.89 / -11.10 eV
max |F| = 1.10 eV Å⁻¹
multiplicity = 2
electronic energy = -119641.99220 eV
HOMO level (alpha / beta) = -0.664 / -0.664 hartree

Results of the natural (NBO) charge analysis, in e, for atoms 1 through 4: 1.752 -0.673 0.452 -0.619

***

Molecular formula: C4H14Cl4N2O2PS
Method: DFT, ωB97M-V with the def2-TZVPD basis set

Cartesian coordinates (Å):
N  -1.155  -4.525  2.943
P  -1.572  -3.616  1.824
O  -2.850  -2.716  1.974
O  -1.909  -4.236  0.421
S  0.098  -2.203  1.288
N  -0.249  -0.595  1.169
H  -0.320  -4.511  3.501
H  -2.799  -1.800  2.258
H  -1.207  -4.418  -0.209
H  0.711  -2.245  2.483
H  -0.871  -0.191  1.860
H  -0.495  -0.369  0.203
Cl  -0.886  2.965  -1.935
C  -0.708  4.152  -0.618
C  -0.219  3.500  0.651
Cl  -1.458  2.396  1.340
H  -1.671  4.634  -0.473
H  0.019  4.895  -0.941
H  -0.020  4.251  1.412
H  0.678  2.912  0.477
Cl  2.338  0.111  -4.527
C  2.477  0.744  -2.874
C  1.937  -0.234  -1.860
Cl  0.156  -0.416  -2.034
H  1.940  1.689  -2.829
H  3.533  0.917  -2.671
H  2.126  0.131  -0.851
H  2.375  -1.221  -1.984

Computed properties:
total charge = +1
LUMO = -3.95 eV
max |F| = 0.62 eV Å⁻¹
multiplicity = 1
electronic energy = -81657.92109 eV
HOMO level = -0.489 hartree

Results of the natural (NBO) charge analysis, in e, for atoms 1 through 4: -1.258 2.112 -0.963 -0.962

***

Molecular formula: C5H9I
Method: DFT, ωB97M-V with the def2-TZVPD basis set

Cartesian coordinates (Å):
C  -1.032  -1.646  0.309
C  -0.793  -1.555  1.479
C  -1.396  -2.031  -1.022
C  0.786  2.058  0.706
C  1.103  1.176  -0.509
I  2.833  -0.062  -0.123
H  -0.398  -1.229  2.510
H  -1.932  -2.930  -0.863
H  -2.242  -1.274  -1.406
H  -0.692  -2.058  -1.914
H  0.607  1.698  1.691
H  -0.090  2.827  0.406
H  1.619  2.696  0.808
H  1.344  1.825  -1.314
H  0.283  0.506  -0.758

Computed properties:
relative energy (zero: lowest compared OMol25 entry of this formula, charge and spin) = 241.8 kJ/mol
LUMO = 0.64 eV
max |F| = 4.13 eV Å⁻¹
multiplicity = 1
electronic energy = -13428.68594 eV
HOMO level = -0.341 hartree

Results of the natural (NBO) charge analysis, in e, for atoms 1 through 4: -0.028 -0.257 -0.702 -0.626

***

Molecular formula: C42H50AsAuN3SSi
Method: DFT, ωB97M-V with the def2-TZVPD basis set

Cartesian coordinates (Å):
Au  0.441  -0.484  0.761
S  2.677  0.457  1.852
C  3.231  1.931  1.115
C  4.601  2.207  0.957
C  5.042  3.392  0.411
C  4.138  4.366  -0.012
C  2.781  4.118  0.125
C  2.336  2.923  0.678
As  0.472  2.442  0.826
C  -0.346  4.024  -0.032
C  -0.814  5.153  0.631
C  -1.413  6.189  -0.075
C  -1.548  6.116  -1.453
C  -1.079  4.997  -2.126
C  -0.491  3.960  -1.417
C  0.130  2.928  2.700
C  1.167  3.313  3.543
C  0.904  3.692  4.852
C  -0.396  3.694  5.334
C  -1.434  3.308  4.499
C  -1.171  2.927  3.191
H  5.312  1.457  1.282
H  6.108  3.563  0.309
H  4.482  5.298  -0.440
H  2.062  4.864  -0.194
H  -0.709  5.235  1.706
H  -1.772  7.061  0.460
H  -2.014  6.926  -1.999
H  -1.175  4.927  -3.203
H  -0.136  3.085  -1.954
H  2.185  3.302  3.180
H  1.723  3.987  5.497
H  -0.598  3.992  6.355
H  -2.454  3.303  4.864
H  -1.992  2.632  2.553
N  -7.210  0.959  -0.547
C  -8.524  0.538  -0.556
C  -9.632  0.929  -1.301
C  -10.817  0.271  -1.039
C  -10.899  -0.743  -0.070
C  -9.793  -1.123  0.662
C  -8.588  -0.469  0.413
N  -7.344  -0.651  1.001
C  -6.565  0.210  0.407
C  -5.131  0.401  0.696
C  -4.304  1.112  -0.168
C  -2.964  1.254  0.166
N  -2.436  0.726  1.262
C  -3.226  0.036  2.077
C  -4.581  -0.150  1.846
H  -6.808  1.709  -1.077
H  -9.573  1.706  -2.051
H  -11.705  0.540  -1.596
H  -11.848  -1.232  0.100
H  -9.848  -1.904  1.409
H  -4.652  1.530  -1.103
H  -2.286  1.797  -0.484
H  -2.751  -0.401  2.947
H  -5.191  -0.718  2.532
C  1.974  -3.823  1.733
C  0.484  -3.867  1.374
C  -0.248  -3.419  2.647
C  0.109  -5.325  1.097
Si  0.123  -2.634  -0.094
C  1.427  -2.903  -1.517
C  1.720  -4.362  -1.878
C  0.942  -2.209  -2.794
C  2.758  -2.221  -1.160
C  -1.656  -3.005  -0.823
C  -2.161  -1.781  -1.605
C  -2.660  -3.187  0.320
C  -1.769  -4.225  -1.741
H  2.135  -4.390  2.658
H  2.322  -2.802  1.904
H  2.607  -4.269  0.968
H  -0.003  -4.114  3.460
H  -1.331  -3.401  2.547
H  0.072  -2.421  2.948
H  0.408  -5.954  1.946
H  0.604  -5.724  0.211
H  -0.964  -5.460  0.962
H  0.823  -4.935  -2.125
H  2.238  -4.890  -1.077
H  2.380  -4.389  -2.754
H  0.087  -2.709  -3.249
H  1.752  -2.214  -3.533
H  0.671  -1.169  -2.608
H  3.219  -2.606  -0.256
H  2.633  -1.148  -1.008
H  3.464  -2.372  -1.986
H  -2.141  -0.892  -0.975
H  -3.194  -1.961  -1.928
H  -1.574  -1.559  -2.494
H  -2.633  -2.341  1.007
H  -2.498  -4.095  0.899
H  -3.674  -3.240  -0.095
H  -1.166  -4.129  -2.646
H  -2.812  -4.347  -2.059
H  -1.471  -5.152  -1.250

Computed properties:
total charge = -1
relative energy (zero: lowest compared OMol25 entry of this formula, charge and spin) = 19.5 kJ/mol
LUMO = 1.89 eV
max |F| = 0.61 eV Å⁻¹
multiplicity = 1
electronic energy = -132083.55853 eV
HOMO level = -0.139 hartree

Results of the Mulliken charge analysis, in e, for atoms 1 through 4: 0.093 -0.553 0.640 -0.753

***

Molecular formula: C3H5NO3
Method: DFT, ωB97M-V with the def2-TZVPD basis set

Cartesian coordinates (Å):
N  -0.198  -1.167  -0.076
C  -0.865  0.242  0.511
O  -1.937  0.253  1.029
C  0.417  1.035  0.736
O  1.318  0.497  -0.217
C  0.431  -0.198  -1.094
O  -0.649  0.483  -1.375
H  -0.947  -1.722  -0.481
H  0.396  -1.718  0.547
H  0.212  2.096  0.571
H  0.808  0.865  1.744
H  1.013  -0.667  -1.894

Computed properties:
relative energy (zero: lowest compared OMol25 entry of this formula, charge and spin) = 282.8 kJ/mol
LUMO = 0.54 eV
max |F| = 0.83 eV Å⁻¹
multiplicity = 1
electronic energy = -10822.75633 eV
HOMO level = -0.365 hartree

Results of the natural (NBO) charge analysis, in e, for atoms 1 through 4: -0.689 0.726 -0.556 -0.186

***

Please write out number 2 again, unchanged.
Molecular formula: C24H27GeN3O5Ti
Method: DFT, ωB97M-V with the def2-TZVPD basis set

Cartesian coordinates (Å):
Ti  0.076  -0.707  -0.845
C  -1.675  -0.952  2.743
C  -1.893  -1.837  1.568
N  -1.268  -1.765  0.390
C  -1.823  -2.783  -0.401
C  -2.762  -3.450  0.312
N  -2.779  -2.837  1.537
C  -3.717  -4.601  0.114
O  -3.757  -5.182  -1.063
O  -4.396  -4.895  1.054
C  -1.346  -2.923  -1.783
O  -1.695  -3.786  -2.530
O  -0.457  -1.944  -2.073
H  -0.860  -0.256  2.549
H  -1.443  -1.536  3.635
H  -2.575  -0.373  2.957
H  -3.415  -3.143  2.271
H  -3.140  -4.787  -1.709
O  -0.487  1.092  -0.803
C  -1.164  2.053  -1.381
C  -1.717  1.886  -2.749
C  -1.142  2.876  -3.782
C  -1.743  4.276  -3.706
C  -1.483  5.017  -2.399
C  -2.087  4.349  -1.172
N  -1.336  3.152  -0.714
H  -2.803  2.021  -2.678
H  -1.542  0.855  -3.064
H  -1.348  2.454  -4.765
H  -0.052  2.916  -3.686
H  -2.822  4.208  -3.871
H  -1.347  4.864  -4.534
H  -1.927  6.011  -2.460
H  -0.411  5.170  -2.239
H  -3.120  4.043  -1.352
H  -2.090  5.025  -0.321
H  -0.922  3.195  0.208
Ge  2.336  -1.851  1.816
C  2.291  -1.324  -0.001
C  2.306  -2.366  -0.965
C  2.475  -2.112  -2.322
C  2.584  -0.805  -2.769
C  2.549  0.248  -1.856
C  2.441  0.003  -0.492
C  2.842  -0.871  3.290
C  3.444  0.404  3.192
C  3.886  1.036  4.331
C  3.732  0.410  5.572
C  3.145  -0.848  5.684
C  2.705  -1.497  4.549
H  1.886  -3.296  1.969
H  2.185  -3.395  -0.641
H  2.493  -2.935  -3.024
H  2.701  -0.600  -3.825
H  2.645  1.268  -2.207
H  2.462  0.841  0.195
H  3.593  0.877  2.229
H  4.363  2.004  4.272
H  4.089  0.909  6.464
H  3.050  -1.318  6.653
H  2.269  -2.486  4.631

Computed properties:
total charge = +3
relative energy (zero: lowest compared OMol25 entry of this formula, charge and spin) = 117.2 kJ/mol
LUMO (alpha / beta) = -10.89 / -11.10 eV
max |F| = 1.10 eV Å⁻¹
multiplicity = 2
electronic energy = -119641.99220 eV
HOMO level (alpha / beta) = -0.664 / -0.664 hartree

Results of the natural (NBO) charge analysis, in e, for atoms 1 through 4: 1.752 -0.673 0.452 -0.619